# 1
The following is a quantum chemistry calculation of C9H12N2O in the gas phase at a distorted geometry, from OMol25.

```
24
Properties=species:S:1:pos:R:3:forces:R:3:nbo_charge:R:1
O -1.827 4.825 -0.111 3.00 -2.35 2.03 -0.2795
N -0.980 4.154 0.537 -2.78 2.09 -1.88 0.1512
C 0.767 -2.153 0.883 -0.93 1.67 -1.20 -0.2054
C -1.092 -1.470 -0.496 -0.20 0.78 -0.70 -0.2283
C 1.381 -0.874 0.683 -0.96 -1.01 0.03 -0.1998
C -0.517 -0.223 -0.698 1.33 0.44 0.59 -0.1509
C -0.475 -2.445 0.255 1.46 -0.96 0.95 -0.0217
C 0.766 0.110 -0.108 -1.14 -1.48 -0.66 -0.0744
N 0.727 2.455 0.451 -1.17 0.87 1.01 -0.6320
C -1.057 -3.853 0.274 0.02 0.00 0.70 -0.6297
C -0.067 3.400 -0.324 -0.11 -1.21 -0.69 -0.1519
C 1.434 1.447 -0.310 -0.03 -0.52 -0.87 -0.2424
H 1.244 -2.888 1.500 0.23 -0.30 0.18 0.2115
H -2.026 -1.690 -1.022 0.25 0.01 0.30 0.2092
H 2.343 -0.685 1.166 -0.28 0.07 -0.21 0.2128
H -1.067 0.472 -1.344 0.47 -0.06 0.31 0.2016
H 0.134 2.009 1.190 0.73 0.58 -1.05 0.3786
H -2.145 -3.804 0.119 0.35 -0.14 0.01 0.2160
H -0.609 -4.449 -0.531 -0.16 0.11 0.12 0.2225
H -0.868 -4.403 1.230 -0.10 0.57 -0.71 0.2185
H -0.627 2.905 -1.153 -0.15 0.31 0.50 0.1774
H 0.570 4.109 -0.830 0.39 0.51 -0.02 0.2125
H 2.453 1.377 0.059 0.24 -0.04 0.02 0.2004
H 1.538 1.675 -1.418 -0.44 0.05 1.26 0.2039
```
Positions in Å, forces in eV/Å.

The value obtained for the total energy is -14552.241 eV. Its HOMO energy is -8.7 eV. Its charge is 0. The calculation puts the energy above the lowest of the compared OMol25 structures with the same formula, charge and spin at 79.3 kcal per mole. The LUMO energy is -0.51 eV. The value obtained for the HOMO-LUMO gap is 8.20 eV.

***

# 2
The following is a quantum chemistry calculation of a molecular structure, C9H12N2O at a distorted geometry, from OMol25.

```
24
Properties=species:S:1:pos:R:3:forces:R:3:nbo_charge:R:1
C 1.242 -2.811 -1.067 -4.50 -1.42 -1.38 -0.3914
N 0.268 -1.678 -1.271 -0.36 -4.45 -2.96 -0.4172
C 0.087 -0.570 -0.491 8.15 -7.31 -0.42 0.1922
C -0.875 0.217 -0.576 -1.25 4.80 1.62 -0.2954
C -0.791 1.306 0.259 -8.23 -0.42 -3.34 -0.0960
C -0.007 1.388 1.281 1.40 -0.05 1.57 -0.1899
C 1.039 0.401 1.452 -0.28 3.74 -0.97 -0.1552
C 1.187 -0.431 0.382 0.52 -0.13 3.09 -0.2338
H 2.027 -1.120 0.486 -0.37 0.07 -0.79 0.2238
H 1.807 0.781 2.125 0.15 -1.11 0.27 0.2200
C -0.320 2.584 2.003 11.03 -4.44 5.14 0.1203
N -1.125 3.418 1.890 -5.39 7.17 1.40 -0.1708
O -0.873 4.501 3.048 -6.07 0.51 -3.68 -0.6001
H -1.964 4.999 2.803 5.31 -1.99 1.51 0.4719
H 0.717 2.772 2.805 -3.07 -0.16 -1.50 0.1314
H -1.883 1.781 0.215 2.91 0.33 0.36 0.2174
H -1.580 -0.022 -1.206 -4.08 -0.38 -3.14 0.2109
C -0.608 -2.041 -2.419 -1.17 5.75 -0.90 -0.4169
H -1.691 -2.093 -2.191 0.49 -0.44 0.30 0.1938
H -0.338 -2.813 -3.108 0.64 -0.57 0.35 0.2196
H -0.614 -1.017 -3.132 -0.01 -2.46 1.42 0.1760
H 1.149 -3.308 -0.132 0.21 0.04 1.19 0.2011
H 0.973 -3.677 -1.814 0.27 1.80 1.34 0.1995
H 2.172 -2.565 -1.343 3.69 1.11 -0.45 0.1890
```
Positions in Å, forces in eV/Å.

The value obtained for the total energy is -14546.979 eV. Its HOMO energy is -7.8 eV. Its charge is 0. The calculation puts the energy above the lowest of the compared OMol25 structures with the same formula, charge and spin at 200.6 kcal per mole. The LUMO energy is 0.69 eV. The value obtained for the HOMO-LUMO gap is 8.51 eV.

***

# 3
The following is a quantum chemistry calculation of a gas-phase ion, C9H12N2OPS (charge +1) at a distorted geometry, from OMol25.

```
26
Properties=species:S:1:pos:R:3:forces:R:3:nbo_charge:R:1
C -1.787 -2.763 -2.709 -1.21 0.83 2.07 -0.3091
C -2.430 -3.227 -1.439 -0.56 0.47 -0.49 -0.1414
C -1.056 -1.483 -2.561 1.09 0.54 -0.34 -0.3416
C -2.508 -2.471 -0.317 1.19 -1.08 -0.12 -0.2317
C -0.924 -0.881 -1.175 -1.81 -2.13 -1.07 0.1460
C -1.637 -1.311 -0.138 -0.85 -0.01 1.71 -0.2780
C 0.018 0.593 0.368 0.26 0.99 -0.27 0.3008
C 0.850 2.142 2.118 1.51 -0.02 -0.46 -0.3952
C 1.682 2.248 -0.207 -0.50 2.52 -1.06 -0.4605
N -0.025 0.086 -0.896 2.90 3.98 -0.54 -0.5549
N 0.749 1.663 0.732 -1.16 -1.10 -1.55 -0.3317
O 0.045 -1.551 1.859 -0.85 -0.29 -1.34 -0.9588
P -1.106 -0.419 1.574 -0.10 -1.18 -2.98 1.0967
S -2.621 -1.336 -3.526 0.52 0.01 0.46 0.1615
H -1.394 -3.429 -3.422 0.27 -1.00 -0.47 0.2521
H -2.979 -4.160 -1.456 0.12 -0.05 -0.07 0.2322
H -0.182 -1.506 -3.247 -0.35 0.74 0.84 0.2531
H -2.967 -2.983 0.518 -0.25 0.52 0.22 0.2365
H 1.942 2.148 2.284 -0.48 0.10 0.38 0.2247
H 0.476 3.159 2.352 -0.23 -0.76 -0.59 0.2470
H 0.441 1.356 2.703 -0.54 -0.12 1.00 0.2094
H 2.417 1.600 -0.546 1.87 -1.62 0.34 0.2265
H 1.335 2.551 -1.212 -1.19 0.00 0.58 0.2277
H 2.113 3.200 0.160 -0.16 -0.85 0.22 0.2504
H 0.385 0.583 -1.742 -0.39 -0.66 1.76 0.4330
H 0.567 -1.438 2.621 0.88 0.20 1.75 0.5056
```
Positions in Å, forces in eV/Å.

The value obtained for the total energy is -34671.102 eV. Its HOMO energy is -11.4 eV. Its charge is +1. The calculation puts the energy above the lowest of the compared OMol25 structures with the same formula, charge and spin at 40.9 kcal per mole. The LUMO energy is -4.34 eV. The value obtained for the HOMO-LUMO gap is 7.10 eV.

***

# 4
The following is a quantum chemistry calculation of a gas-phase ion, C9H12N2OPS (charge +1) at a distorted geometry, from OMol25.

```
26
Properties=species:S:1:pos:R:3:forces:R:3:nbo_charge:R:1
C 1.441 3.121 -1.432 0.90 2.35 0.71 -0.1383
C 0.575 3.757 -0.602 -1.71 -0.80 -0.03 -0.2008
C 1.648 1.806 -1.429 -2.04 -1.96 0.99 -0.2287
C -0.287 2.996 0.183 0.79 -1.29 0.22 -0.1210
C 0.800 1.041 -0.682 -2.02 -0.33 2.14 0.1953
C -0.197 1.598 0.195 1.58 1.05 -1.18 -0.4768
C -0.125 -0.930 0.210 0.22 -0.91 0.35 0.2404
C -1.386 -2.798 0.954 0.26 -2.14 3.13 -0.4477
C 0.543 -3.101 -0.584 -0.69 0.07 1.12 -0.4461
N 0.772 -0.371 -0.589 -0.52 0.17 0.22 -0.5388
N -0.244 -2.246 0.264 -1.53 2.36 0.88 -0.3355
O -2.342 0.178 1.367 -0.29 -0.36 0.49 -0.9630
P -0.787 0.368 1.370 1.69 -0.56 -0.20 1.5509
S 0.218 0.066 2.982 -0.69 0.37 -0.43 -0.4010
H 2.108 3.797 -1.881 0.80 0.35 -1.32 0.2324
H 0.511 4.796 -0.782 -0.34 1.04 0.70 0.2394
H 2.254 1.331 -2.079 2.38 -1.29 -1.95 0.2268
H -0.927 3.378 0.911 -1.10 1.26 0.82 0.2224
H -2.336 -2.817 0.409 0.49 -0.29 -0.24 0.2337
H -1.079 -3.833 1.459 -0.81 1.84 -1.72 0.2379
H -1.563 -2.269 1.901 0.00 0.41 -0.46 0.2469
H 0.103 -4.080 -0.241 1.26 0.48 -1.44 0.2571
H 0.232 -2.715 -1.593 1.21 -1.32 0.25 0.2265
H 1.580 -2.924 -0.176 -0.57 -0.75 -1.37 0.2344
H 1.351 -0.993 -1.071 1.32 -0.45 -1.21 0.4197
H -2.863 0.842 0.936 -0.62 0.68 -0.47 0.5343
```
Positions in Å, forces in eV/Å.

The value obtained for the total energy is -34672.877 eV. Its HOMO energy is -12.6 eV. Its charge is +1. The calculation puts the energy above the lowest of the compared OMol25 structures with the same formula, charge and spin at 0.0 kcal per mole. The LUMO energy is -4.03 eV. The value obtained for the HOMO-LUMO gap is 8.56 eV.

***

# 5
The following is a quantum chemistry calculation of a gas-phase ion, C9H12N3 (charge +1) at a distorted geometry, from OMol25.

```
24
Properties=species:S:1:pos:R:3:forces:R:3:lowdin_spin:R:1
C -3.113 0.979 -0.626 0.12 -1.25 0.00 0.0295
C -3.413 0.150 0.421 0.08 -0.29 1.49 0.1494
C -1.836 0.650 -1.033 -0.12 0.74 0.72 0.1438
C 3.047 0.270 -0.040 -3.46 -1.39 -0.30 0.0390
C 2.345 1.394 0.616 0.82 -0.21 -0.51 0.1207
C 2.422 -0.733 -0.666 -0.70 2.07 -0.34 -0.0227
C 1.089 1.572 0.909 1.31 -0.36 -0.26 0.7116
C 0.987 -0.436 -1.101 -0.85 -1.23 1.47 0.0456
C -0.011 -0.636 0.092 1.15 -2.17 -2.51 0.4666
N -2.294 -0.467 0.806 2.50 -0.89 -0.96 0.0406
N -1.309 -0.236 -0.101 0.28 1.66 -1.47 0.0242
N 0.207 -1.757 0.903 -0.85 0.57 0.12 0.0960
H -3.706 1.661 -1.147 -1.02 0.70 -0.46 -0.0016
H -4.178 -0.132 1.094 -1.51 0.58 -0.04 0.0068
H -1.472 1.184 -1.909 1.13 -0.85 0.46 0.0063
H 4.034 0.091 0.114 2.95 0.28 0.85 0.0015
H 3.149 2.057 0.850 0.09 1.38 0.84 0.0414
H 3.003 -1.590 -0.968 -0.35 -0.19 -0.37 -0.0004
H 0.236 1.811 1.467 -0.66 0.75 0.35 0.0480
H 0.821 0.570 -1.471 0.47 0.19 -0.15 0.0083
H 0.744 -1.142 -1.890 -0.49 -0.13 -0.25 0.0166
H 0.440 -1.491 1.847 0.25 -0.38 0.34 0.0182
H -2.014 -1.293 1.320 -0.97 -0.28 0.63 0.0028
H 0.823 -2.478 0.512 -0.17 0.71 0.35 0.0078
```
Positions in Å, forces in eV/Å.

The value obtained for the total energy is -13984.630 eV. The expectation value of S² is 2.0390. Its HOMO energy (spin up / spin down) is -10.5 / -12.5 eV. Its charge is +1. The calculation puts the energy above the lowest of the compared OMol25 structures with the same formula, charge and spin at 77.9 kcal per mole. As for the multiplicity: 3. The LUMO energy (spin up / spin down) is -3.12 / -4.98 eV. The value obtained for the HOMO-LUMO gap (spin up / spin down) is 7.41 / 7.48 eV.